(1)
{"formula": "HN3O5S", "method": "wB97M-V/def2-TZVPD", "homo_ev": [-9.9179, -9.9187], "largest_force_ha_per_bohr": 0.087, "energy_ha": -938.91132, "charge": 0, "multiplicity": 1, "symbols": ["O", "N", "S", "O", "O", "O", "N", "N", "H", "O"], "coordinates": [[-2.432, 1.325, 0.422], [1.940, 0.534, 0.094], [0.930, -0.134, -0.683], [1.578, -2.258, 1.036], [-0.479, 0.813, -0.405], [-0.498, -1.573, 1.263], [0.598, -1.633, 0.786], [-1.902, 0.972, -0.549], [2.568, 1.230, -0.371], [-2.303, 0.725, -1.592]]}



(2)
{"formula": "C22H60N2O9", "method": "wB97M-V/def2-TZVPD", "smiles": "COCCNCCOC.COCCNCCOC.CCO.CCO.CCO.CCO.CCO", "homo_ev": -8.7710, "largest_force_ha_per_bohr": 0.224, "energy_ha": -1660.55063, "charge": 0, "multiplicity": 1, "symbols": ["H", "H", "H", "C", "H", "H", "C", "H", "H", "C", "H", "H", "H", "C", "C", "H", "H", "O", "H", "C", "H", "H", "C", "H", "H", "H", "H", "H", "H", "H", "C", "H", "O", "H", "H", "C", "H", "C", "H", "H", "C", "H", "H", "H", "O", "N", "H", "C", "O", "H", "H", "H", "C", "H", "H", "H", "H", "O", "H", "H", "O", "C", "H", "H", "H", "O", "C", "C", "H", "H", "H", "H", "O", "C", "H", "H", "C", "C", "H", "H", "C", "H", "H", "H", "H", "N", "O", "C", "H", "H", "H", "C", "H"], "coordinates": [[-16.521, 18.943, -20.939], [-10.308, 19.924, -19.489], [-11.527, 20.909, -16.614], [-11.459, 20.745, -21.083], [-11.496, 20.838, -23.862], [-11.127, 23.522, -16.756], [-8.420, 23.887, -20.625], [-12.053, 23.520, -15.300], [-5.606, 19.310, -25.445], [-13.818, 23.048, -19.205], [-14.054, 20.116, -19.698], [-7.500, 24.426, -20.323], [-14.968, 22.781, -15.436], [-13.475, 26.855, -15.610], [-6.772, 22.518, -23.488], [-8.988, 19.092, -23.833], [-8.487, 19.687, -26.874], [-5.622, 21.237, -25.055], [-17.158, 19.473, -18.828], [-4.909, 20.074, -25.357], [-10.328, 19.866, -17.382], [-10.676, 25.641, -15.778], [-14.557, 19.576, -20.523], [-13.286, 24.734, -18.048], [-7.563, 22.695, -24.216], [-9.851, 21.473, -22.252], [-12.894, 24.871, -19.798], [-12.033, 19.773, -21.042], [-15.481, 20.165, -15.623], [-9.264, 23.124, -22.425], [-10.892, 20.848, -19.685], [-10.216, 21.656, -17.319], [-15.079, 23.401, -18.810], [-9.086, 20.698, -24.430], [-5.927, 23.187, -23.645], [-9.195, 18.980, -26.526], [-7.080, 20.405, -23.907], [-10.896, 20.105, -23.348], [-8.458, 23.032, -19.978], [-15.019, 25.803, -16.635], [-10.372, 24.713, -15.258], [-9.532, 24.330, -18.312], [-4.199, 19.802, -24.583], [-8.601, 18.169, -26.105], [-9.420, 24.566, -20.395], [-10.390, 20.599, -22.046], [-13.814, 24.753, -15.934], [-14.347, 25.717, -15.761], [-11.602, 20.904, -18.666], [-10.560, 24.668, -14.196], [-14.032, 27.740, -15.428], [-13.005, 26.848, -16.569], [-10.878, 20.839, -17.434], [-8.039, 24.372, -22.679], [-5.533, 20.776, -23.116], [-13.810, 22.755, -20.206], [-12.774, 26.670, -14.779], [-10.187, 19.321, -25.596], [-16.091, 20.704, -17.922], [-13.521, 22.213, -18.592], [-15.955, 21.339, -17.240], [-15.982, 19.646, -20.369], [-14.164, 18.564, -20.409], [-11.920, 23.716, -18.719], [-16.311, 20.595, -20.528], [-16.231, 19.265, -19.037], [-9.713, 19.743, -24.306], [-8.247, 23.476, -22.101], [-4.222, 20.253, -26.184], [-13.785, 21.574, -14.825], [-10.227, 21.689, -19.600], [-14.215, 19.864, -21.539], [-15.095, 25.463, -14.556], [-11.045, 23.533, -15.654], [-8.585, 25.401, -15.277], [-14.438, 25.421, -13.836], [-9.610, 25.103, -19.064], [-14.950, 20.822, -16.348], [-9.609, 18.607, -27.450], [-11.576, 19.308, -23.239], [-14.317, 21.896, -15.692], [-8.902, 25.857, -18.785], [-10.550, 25.603, -18.934], [-12.063, 21.648, -21.166], [-13.563, 22.294, -16.317], [-7.205, 22.452, -22.144], [-8.971, 24.532, -15.482], [-12.922, 24.187, -18.949], [-15.517, 22.709, -18.322], [-6.436, 22.849, -21.607], [-10.482, 22.681, -15.278], [-6.262, 21.143, -23.837], [-14.231, 20.185, -16.871]]}



(3)
{"formula": "C21H30BrN4O2S4Sc", "method": "wB97M-V/def2-TZVPD", "homo_ev": -13.6110, "largest_force_ha_per_bohr": 0.038, "energy_ha": -6114.82268, "charge": 2, "multiplicity": 1, "symbols": ["C", "H", "H", "C", "S", "C", "C", "H", "H", "N", "C", "H", "C", "C", "C", "O", "Br", "H", "C", "H", "H", "H", "H", "Sc", "H", "H", "S", "H", "C", "H", "N", "H", "S", "H", "H", "H", "H", "N", "H", "C", "C", "C", "H", "H", "S", "N", "C", "C", "C", "C", "H", "H", "C", "H", "H", "H", "C", "H", "H", "H", "O", "C", "C"], "coordinates": [[-2.692, 1.598, -0.416], [4.589, -0.982, 0.737], [-2.730, -1.937, 0.525], [-3.627, -2.671, -1.294], [0.033, 1.026, 2.685], [-2.679, -1.995, -0.570], [0.431, -0.297, 3.887], [-3.945, 2.709, -1.553], [-1.360, -1.428, 3.813], [-1.629, -1.324, -1.156], [2.329, 1.801, -1.799], [3.322, 0.743, 3.207], [-3.637, 1.279, 0.544], [0.739, 3.562, -2.161], [-3.166, 0.426, 1.570], [-1.426, 1.227, -0.329], [-0.318, -0.188, -3.237], [1.741, 2.473, -3.761], [-4.991, 1.681, 0.442], [1.406, 2.697, 1.829], [-4.405, -3.107, -3.257], [2.433, 0.819, -2.234], [-2.301, 2.555, -2.154], [0.045, 0.026, 0.060], [0.345, -4.232, 1.917], [0.121, -2.418, 4.062], [-0.529, -2.017, 1.758], [-0.225, 3.000, -0.234], [3.651, -0.792, 0.187], [3.199, 2.033, -1.189], [-6.083, 2.045, 0.326], [1.513, -0.397, 3.904], [1.432, -2.092, -1.041], [3.808, -2.191, -1.444], [3.350, -2.964, 0.075], [3.828, 0.033, -0.500], [0.036, -0.015, 4.848], [-2.990, 2.348, -1.485], [-4.363, -3.231, -0.761], [0.672, -3.310, 1.455], [-3.609, -2.613, -2.689], [3.235, -2.067, -0.554], [-0.233, -3.629, -0.469], [-2.609, -1.749, -4.385], [2.368, -0.359, 1.336], [-2.725, -0.309, 2.355], [-1.670, -1.267, -2.470], [1.944, 2.902, -2.763], [1.589, 1.968, 2.610], [0.746, 3.053, -0.731], [1.446, 3.603, -0.103], [0.751, 4.663, -2.253], [2.842, 1.119, 2.303], [2.749, 3.630, -2.924], [1.332, -4.426, -0.317], [1.777, 2.507, 3.522], [-0.306, -1.567, 3.525], [1.617, -3.102, 1.915], [-0.142, 3.192, -2.701], [3.565, 1.691, 1.752], [1.240, 1.698, -0.848], [-2.599, -1.907, -3.309], [0.765, -3.526, -0.053]]}